Record 1
Here is 7 unconnected molecules or ions with the total composition C52H108N7O7 in a non-equilibrium geometry from the Open Molecules 2025 dataset. Energies are from ωB97M-V/def2-TZVPD.

Atoms and positions in Å:
1 N 0.43 0.30 -0.04
2 O 1.59 0.68 0.31
3 O -0.02 0.54 -1.15
4 O -0.21 -0.41 0.75
5 C -7.92 0.43 -0.12
6 C -6.67 1.17 -0.66
7 C -5.69 1.21 0.51
8 C -4.20 1.35 0.17
9 C -3.82 0.28 -0.88
10 C -4.67 0.45 -2.18
11 N -6.17 0.28 -1.76
12 O -6.95 -0.31 -2.50
13 C -4.45 -0.77 -3.19
14 C -4.36 1.77 -2.91
15 C -6.94 2.59 -1.15
16 H -7.73 -0.63 0.07
17 H -8.66 0.46 -0.91
18 H -8.27 0.81 0.84
19 H -5.81 0.30 1.10
20 H -5.86 2.04 1.19
21 H -3.69 1.07 1.10
22 H -3.93 2.38 -0.03
23 H -3.93 -0.73 -0.47
24 H -2.76 0.28 -1.14
25 H -4.50 -1.63 -2.53
26 H -3.45 -0.76 -3.60
27 H -5.20 -0.78 -3.98
28 H -3.37 1.54 -3.29
29 H -4.25 2.67 -2.30
30 H -5.01 2.19 -3.68
31 H -7.24 2.55 -2.20
32 H -5.99 3.11 -1.18
33 H -7.69 3.08 -0.54
34 C -0.19 6.06 -1.70
35 C -0.01 4.55 -1.47
36 C 1.54 4.36 -1.55
37 C 2.34 4.94 -0.39
38 C 1.78 4.40 0.92
39 C 0.24 4.58 1.20
40 N -0.44 4.15 -0.10
41 O -1.53 3.48 -0.10
42 C 0.00 6.06 1.48
43 C -0.16 3.57 2.28
44 C -0.66 3.72 -2.58
45 H -0.46 6.18 -2.75
46 H 0.54 6.81 -1.41
47 H -1.19 6.32 -1.31
48 H 2.14 4.59 -2.43
49 H 1.83 3.31 -1.39
50 H 2.30 6.03 -0.49
51 H 3.40 4.69 -0.51
52 H 2.28 4.84 1.78
53 H 2.00 3.33 0.91
54 H 0.33 6.17 2.51
55 H -1.02 6.42 1.39
56 H 0.58 6.73 0.84
57 H 0.01 2.51 2.04
58 H -1.23 3.55 2.49
59 H 0.40 3.73 3.20
60 H -0.79 2.64 -2.57
61 H -0.09 3.79 -3.51
62 H -1.66 4.14 -2.72
63 C -4.13 -1.92 5.20
64 C -2.98 -1.15 5.89
65 C -2.22 -2.05 6.92
66 C -1.05 -1.29 7.53
67 C -0.02 -0.89 6.50
68 C -0.61 -0.16 5.26
69 N -2.01 -0.69 4.86
70 O -2.36 -0.52 3.69
71 C 0.33 -0.42 4.06
72 C -0.77 1.37 5.34
73 C -3.67 0.04 6.59
74 H -4.82 -2.16 6.01
75 H -3.76 -2.75 4.59
76 H -4.71 -1.32 4.50
77 H -1.83 -3.00 6.57
78 H -2.97 -2.22 7.69
79 H -0.62 -1.90 8.33
80 H -1.49 -0.40 7.98
81 H 0.42 -1.83 6.13
82 H 0.85 -0.41 6.95
83 H 0.29 -1.48 3.83
84 H 1.36 -0.21 4.33
85 H -0.04 0.20 3.24
86 H -1.27 1.75 6.23
87 H -1.41 1.80 4.56
88 H 0.23 1.76 5.48
89 H -4.45 -0.22 7.31
90 H -4.14 0.61 5.79
91 H -3.03 0.68 7.21
92 C 2.09 1.35 -7.05
93 C 2.62 0.21 -6.15
94 C 4.03 -0.22 -6.62
95 C 4.92 -1.00 -5.67
96 C 5.01 -0.10 -4.41
97 C 3.70 0.14 -3.60
98 N 2.74 0.69 -4.73
99 O 1.98 1.56 -4.33
100 C 4.06 1.22 -2.59
101 C 3.11 -1.11 -2.95
102 C 1.60 -0.99 -6.20
103 H 2.27 1.07 -8.09
104 H 2.61 2.29 -6.88
105 H 1.04 1.61 -6.99
106 H 4.52 0.64 -7.08
107 H 3.91 -0.76 -7.57
108 H 5.88 -0.90 -6.18
109 H 4.84 -2.08 -5.58
110 H 5.50 0.80 -4.78
111 H 5.83 -0.51 -3.83
112 H 4.90 0.77 -2.06
113 H 3.32 1.55 -1.86
114 H 4.25 2.25 -2.90
115 H 3.11 -1.99 -3.60
116 H 2.13 -0.91 -2.49
117 H 3.73 -1.56 -2.17
118 H 1.88 -1.79 -5.51
119 H 1.72 -1.49 -7.16
120 H 0.55 -0.72 -6.11
121 C -1.34 -3.86 -4.46
122 C -1.33 -3.41 -2.98
123 C -1.52 -4.62 -2.03
124 N -1.34 -4.30 -0.54
125 C -2.17 -3.13 -0.08
126 C 0.16 -4.13 -0.13
127 C 0.73 -5.51 -0.04
128 C -0.44 -6.39 0.32
129 C -1.72 -5.60 0.23
130 H -1.45 -2.96 -5.06
131 H -2.18 -4.52 -4.69
132 H -0.52 -4.50 -4.78
133 H -2.25 -2.83 -2.85
134 H -0.43 -2.85 -2.72
135 H -0.83 -5.41 -2.32
136 H -2.57 -4.88 -2.21
137 H -3.26 -3.19 -0.10
138 H -1.88 -2.23 -0.62
139 H -1.85 -2.87 0.93
140 H 0.04 -3.68 0.86
141 H 0.65 -3.48 -0.85
142 H 1.62 -5.58 0.59
143 H 1.05 -6.00 -0.96
144 H -0.30 -6.80 1.32
145 H -0.47 -7.32 -0.25
146 H -2.06 -5.32 1.22
147 H -2.54 -6.08 -0.30
148 C 5.20 2.61 2.41
149 C 5.00 1.33 1.57
150 C 5.27 0.05 2.34
151 N 4.86 -1.26 1.63
152 C 5.42 -1.23 0.17
153 C 3.31 -1.45 1.77
154 C 3.04 -2.81 2.39
155 C 4.38 -3.47 2.62
156 C 5.48 -2.46 2.33
157 H 4.83 3.54 1.98
158 H 6.23 2.74 2.73
159 H 4.54 2.56 3.28
160 H 5.61 1.25 0.67
161 H 3.92 1.34 1.39
162 H 4.63 -0.01 3.22
163 H 6.30 -0.11 2.67
164 H 5.30 -2.26 -0.15
165 H 6.48 -1.04 0.31
166 H 4.72 -0.62 -0.40
167 H 3.03 -1.40 0.72
168 H 2.85 -0.60 2.26
169 H 2.46 -3.56 1.85
170 H 2.46 -2.76 3.32
171 H 4.53 -4.20 1.81
172 H 4.34 -4.21 3.42
173 H 6.27 -2.82 1.68
174 H 5.90 -2.15 3.29

Its energy above the lowest of the compared OMol25 structures with the same formula, charge and spin is 0.00 kcal per mole. The charge is +5. The LUMO energy is -12.734 eV.

Results of the Mulliken charge analysis, in e, for atoms 1 through 5:
1 N -0.09
2 O -0.07
3 O -0.60
4 O -0.07
5 C -1.71



Record 2
Here is 15 unconnected molecules or ions with the total composition C52H112N8O22 in a non-equilibrium geometry from the Open Molecules 2025 dataset. Energies are from ωB97M-V/def2-TZVPD.

Atoms and positions in Å:
1 C 0.55 4.16 2.48
2 O 1.22 4.40 3.46
3 N 0.51 4.92 1.36
4 C -0.27 4.57 0.19
5 C 1.36 6.06 1.22
6 H -0.12 3.29 2.40
7 H -0.76 3.62 0.38
8 H 0.39 4.51 -0.69
9 H -1.04 5.31 -0.01
10 H 0.82 7.00 1.06
11 H 1.99 6.17 2.10
12 H 2.00 5.92 0.34
13 C -1.92 1.30 4.88
14 O -1.25 1.60 3.90
15 N -2.01 2.09 5.96
16 C -2.83 1.73 7.09
17 C -1.23 3.30 6.07
18 H -2.56 0.40 4.90
19 H -3.22 0.72 6.95
20 H -3.67 2.41 7.26
21 H -2.25 1.72 8.02
22 H -1.88 4.18 5.94
23 H -0.83 3.41 7.07
24 H -0.48 3.37 5.29
25 C 0.59 3.08 -4.85
26 O 1.29 3.34 -3.88
27 N -0.74 3.19 -4.94
28 C -1.40 2.99 -6.21
29 C -1.57 3.61 -3.82
30 H 1.04 2.81 -5.82
31 H -2.27 2.34 -6.11
32 H -0.73 2.53 -6.94
33 H -1.72 3.95 -6.64
34 H -2.23 4.42 -4.12
35 H -2.18 2.78 -3.46
36 H -0.92 3.92 -3.00
37 C -0.02 1.41 -1.18
38 O -1.17 1.42 -1.61
39 N 0.35 0.73 -0.07
40 C -0.60 0.05 0.76
41 C 1.75 0.67 0.26
42 H 0.78 2.01 -1.64
43 H -0.34 -1.02 0.78
44 H -1.61 0.21 0.40
45 H -0.51 0.34 1.82
46 H 1.89 1.09 1.26
47 H 2.13 -0.36 0.28
48 H 2.36 1.29 -0.39
49 C -5.51 0.10 4.32
50 O -4.74 -0.67 4.85
51 N -5.35 0.69 3.11
52 C -6.44 1.44 2.53
53 C -4.17 0.50 2.29
54 H -6.46 0.44 4.76
55 H -7.10 1.87 3.29
56 H -7.04 0.83 1.86
57 H -6.07 2.33 2.00
58 H -3.70 -0.38 2.73
59 H -4.40 0.23 1.26
60 H -3.49 1.34 2.36
61 C -4.45 2.66 -1.63
62 O -4.03 3.79 -1.75
63 N -5.76 2.34 -1.54
64 C -6.26 1.00 -1.71
65 C -6.75 3.39 -1.69
66 H -3.78 1.78 -1.58
67 H -6.66 0.82 -2.72
68 H -7.13 0.89 -1.06
69 H -5.50 0.24 -1.53
70 H -6.32 4.37 -1.55
71 H -7.24 3.31 -2.66
72 H -7.52 3.25 -0.92
73 C 0.11 -3.33 4.10
74 O 0.93 -4.16 4.44
75 N -1.22 -3.58 4.03
76 C -2.20 -2.55 3.79
77 C -1.72 -4.88 4.37
78 H 0.40 -2.31 3.80
79 H -2.79 -2.38 4.70
80 H -2.94 -2.86 3.04
81 H -1.71 -1.65 3.42
82 H -2.60 -4.82 5.02
83 H -1.99 -5.50 3.52
84 H -0.95 -5.42 4.93
85 C 3.32 -2.74 2.23
86 O 2.34 -2.02 2.32
87 N 4.56 -2.33 1.91
88 C 5.65 -3.27 1.76
89 C 4.89 -0.93 1.86
90 H 3.26 -3.81 2.47
91 H 6.11 -3.13 0.78
92 H 5.30 -4.29 1.88
93 H 6.41 -3.05 2.51
94 H 5.53 -0.63 2.69
95 H 5.38 -0.69 0.91
96 H 3.98 -0.34 1.90
97 O 3.67 -1.10 5.67
98 C 2.54 -1.24 6.06
99 O 1.52 -0.47 5.64
100 C 1.83 0.45 4.58
101 C 2.52 1.70 5.07
102 C 2.11 -2.34 6.99
103 H 0.88 0.69 4.10
104 H 2.41 -0.07 3.81
105 H 3.58 1.57 5.29
106 H 1.97 2.10 5.92
107 H 2.45 2.48 4.31
108 H 1.97 -1.90 7.98
109 H 2.90 -3.08 7.04
110 H 1.16 -2.77 6.71
111 O -2.28 -5.46 -2.32
112 C -1.24 -4.89 -2.52
113 O -0.23 -4.85 -1.65
114 C -0.27 -5.59 -0.42
115 C -0.29 -4.55 0.71
116 C -0.95 -4.08 -3.76
117 H 0.62 -6.21 -0.39
118 H -1.17 -6.20 -0.38
119 H -1.12 -4.73 1.41
120 H -0.49 -3.53 0.37
121 H 0.67 -4.52 1.22
122 H 0.05 -3.67 -3.74
123 H -1.70 -3.31 -3.89
124 H -1.04 -4.77 -4.60
125 O 7.33 1.08 -3.30
126 C 6.59 2.02 -3.41
127 O 5.30 1.92 -3.75
128 C 4.80 0.58 -3.97
129 C 3.33 0.68 -4.26
130 C 7.00 3.45 -3.20
131 H 4.99 -0.03 -3.09
132 H 5.32 0.13 -4.82
133 H 2.70 0.90 -3.40
134 H 2.99 -0.32 -4.58
135 H 3.05 1.26 -5.13
136 H 6.70 4.07 -4.05
137 H 8.08 3.51 -3.12
138 H 6.55 3.88 -2.31
139 O -1.64 -1.28 -7.86
140 C -1.29 -2.17 -7.13
141 O -0.72 -1.96 -5.93
142 C -0.46 -0.60 -5.55
143 C 0.06 -0.67 -4.13
144 C -1.40 -3.63 -7.46
145 H -1.37 -0.02 -5.63
146 H 0.30 -0.11 -6.17
147 H -0.71 -0.90 -3.39
148 H 0.45 0.29 -3.76
149 H 0.97 -1.26 -4.05
150 H -0.42 -4.11 -7.48
151 H -1.76 -3.69 -8.48
152 H -2.09 -4.11 -6.78
153 O 5.47 2.66 0.16
154 C 4.46 3.08 0.68
155 O 3.45 3.65 0.02
156 C 3.56 3.92 -1.38
157 C 4.24 5.24 -1.65
158 C 4.13 2.80 2.11
159 H 2.55 3.88 -1.78
160 H 4.09 3.12 -1.89
161 H 5.23 5.28 -1.18
162 H 3.67 6.13 -1.39
163 H 4.46 5.31 -2.72
164 H 3.43 3.53 2.53
165 H 5.02 2.86 2.74
166 H 3.77 1.78 2.18
167 O -6.22 -1.48 0.41
168 C -5.98 -2.42 1.14
169 O -5.00 -3.30 0.94
170 C -4.18 -3.23 -0.24
171 C -3.27 -2.03 -0.20
172 C -6.78 -2.72 2.38
173 H -4.76 -3.36 -1.15
174 H -3.56 -4.12 -0.14
175 H -2.74 -2.06 0.76
176 H -3.77 -1.08 -0.36
177 H -2.46 -2.03 -0.94
178 H -7.69 -3.21 2.05
179 H -7.10 -1.80 2.87
180 H -6.14 -3.32 3.03
181 O 3.95 -4.87 -3.84
182 C 3.60 -3.83 -4.34
183 O 3.52 -2.68 -3.67
184 C 3.74 -2.65 -2.25
185 C 2.39 -2.72 -1.54
186 C 3.23 -3.66 -5.80
187 H 4.17 -1.67 -2.07
188 H 4.39 -3.48 -1.96
189 H 2.53 -2.53 -0.47
190 H 1.93 -3.69 -1.69
191 H 1.74 -1.93 -1.93
192 H 2.86 -4.61 -6.16
193 H 4.10 -3.28 -6.32
194 H 2.40 -2.96 -5.86

Its energy above the lowest of the compared OMol25 structures with the same formula, charge and spin is 0.00 kcal per mole. The LUMO energy is 0.381 eV.

Results of the Mulliken charge analysis, in e, for atoms 1 through 5:
1 C 0.79
2 O -0.75
3 N 0.26
4 C -0.15
5 C -0.79



no.,E (Eh),highest occupied orbital energy (eV)
1,-2953.76212,-19.003
2,-4142.02950,-9.128